22
Properties=species:S:1:pos:R:3:nbo_charge:R:1 method="wB97M-V/def2-TZVPD" de_lowest_kcal_mol=25.4 charge=0 e_lumo_ev=1.113 smiles=CCCNC(C)C orbital_gap_ev=9.57
C 1.529 -0.595 -0.390 -0.422
C 2.885 -0.685 -1.138 -0.609
C 0.334 -0.398 -1.265 -0.212
N -1.000 -0.439 -0.591 -0.625
C -2.303 -0.361 1.492 -0.595
C -1.070 0.130 0.733 -0.053
C -1.003 1.686 0.771 -0.642
H 1.625 0.286 0.248 0.196
H 1.385 -1.389 0.346 0.207
H 2.776 -0.975 -2.165 0.209
H 3.436 -1.499 -0.661 0.210
H 3.460 0.204 -0.919 0.211
H 0.374 0.486 -1.918 0.166
H 0.243 -1.157 -2.056 0.187
H -1.606 0.022 -1.257 0.352
H -2.224 -1.397 1.824 0.212
H -3.179 -0.223 0.879 0.201
H -2.362 0.239 2.407 0.199
H -0.210 -0.168 1.335 0.187
H -0.346 2.042 1.569 0.210
H -1.990 2.099 0.973 0.203
H -0.756 2.092 -0.216 0.206

96
Properties=species:S:1:pos:R:3:lowdin_charge:R:1 method="wB97M-V/def2-TZVPD" de_lowest_kcal_mol=0.0 charge=-1 e_lumo_ev=1.644 orbital_gap_ev=5.32
Fe -0.919 1.150 -0.618 -0.037
S -0.961 5.224 -3.969 -0.334
Sb -0.030 3.876 -2.394 -0.120
S -1.316 3.538 -0.429 0.052
S -0.547 1.552 -2.901 0.116
S 2.192 4.096 -1.865 -0.235
O -3.666 -4.780 2.022 -0.054
C -2.550 -4.124 2.604 -0.212
C -2.091 -3.018 1.696 -0.185
C -0.744 -2.685 1.611 0.002
C -0.371 -1.614 0.823 -0.136
N -1.246 -0.888 0.133 0.044
C -2.540 -1.219 0.181 -0.191
C -2.998 -2.276 0.963 0.056
C -3.431 -0.350 -0.612 -0.186
C -4.721 -0.715 -0.970 0.042
C -5.458 0.127 -1.790 -0.193
C -6.849 -0.255 -2.226 -0.214
O -6.941 -1.605 -2.661 -0.062
C -4.866 1.307 -2.217 0.017
C -3.575 1.609 -1.817 -0.135
N -2.872 0.796 -1.024 0.009
H -3.948 -5.486 2.610 0.086
H -1.722 -4.819 2.775 0.120
H -2.828 -3.688 3.572 0.127
H 0.007 -3.251 2.147 0.115
H 0.667 -1.318 0.723 0.114
H -4.050 -2.516 1.011 0.117
H -5.136 -1.664 -0.659 0.119
H -7.190 0.436 -3.004 0.116
H -7.541 -0.173 -1.386 0.126
H -6.247 -1.755 -3.312 0.094
H -5.392 1.991 -2.870 0.120
H -3.072 2.518 -2.114 0.038
C 5.193 3.140 1.774 -0.041
C 5.120 1.738 1.152 -0.556
C 5.506 0.683 2.197 -0.049
C 6.114 1.677 -0.007 -0.065
C 3.692 1.484 0.686 -0.161
C 3.369 1.133 -0.611 -0.020
C 2.038 1.031 -0.991 -0.176
N 1.035 1.187 -0.135 0.024
C 1.333 1.447 1.149 -0.188
C 2.632 1.627 1.580 0.047
C 0.157 1.497 2.030 -0.179
C 0.227 1.594 3.418 0.063
C -0.929 1.595 4.179 -0.155
C -2.138 1.505 3.487 0.004
C -2.131 1.416 2.112 -0.098
N -1.010 1.403 1.392 -0.024
C -0.922 1.679 5.702 -0.560
C -1.752 2.892 6.145 -0.045
C 0.491 1.828 6.265 -0.068
C -1.544 0.396 6.271 -0.047
H 6.227 3.380 2.033 0.083
H 4.597 3.211 2.685 0.075
H 4.823 3.890 1.073 0.097
H 6.534 0.843 2.531 0.082
H 5.432 -0.322 1.778 0.088
H 4.855 0.735 3.072 0.075
H 7.117 1.894 0.363 0.082
H 5.867 2.410 -0.777 0.094
H 6.136 0.687 -0.468 0.084
H 4.121 1.023 -1.376 0.109
H 1.748 0.852 -2.016 0.044
H 2.821 1.900 2.609 0.106
H 1.196 1.660 3.888 0.098
H -3.086 1.507 4.007 0.111
H -3.054 1.375 1.546 0.118
H -1.345 3.813 5.724 0.095
H -1.740 2.974 7.234 0.083
H -2.790 2.808 5.825 0.077
H 0.979 2.729 5.890 0.090
H 1.117 0.968 6.018 0.086
H 0.442 1.902 7.353 0.084
H -2.567 0.258 5.918 0.077
H -1.566 0.442 7.363 0.083
H -0.963 -0.479 5.975 0.089
N 0.934 -0.711 -4.477 0.075
C 0.577 -1.908 -4.009 -0.901
S 0.029 -2.148 -2.448 0.622
N 0.642 -2.986 -4.867 0.032
C 1.434 -3.209 -6.000 -0.237
C 1.150 -4.348 -6.760 -0.039
C 1.903 -4.662 -7.875 -0.100
C 2.956 -3.845 -8.267 -0.111
C 3.246 -2.721 -7.512 -0.090
C 2.502 -2.398 -6.385 -0.034
H 0.649 0.112 -3.909 -0.081
H 0.946 -0.566 -5.475 0.103
H 0.222 -3.804 -4.457 0.099
H 0.322 -4.982 -6.465 0.109
H 1.660 -5.549 -8.447 0.099
H 3.545 -4.087 -9.142 0.094
H 4.072 -2.079 -7.791 0.103
H 2.782 -1.540 -5.792 0.101

21
Properties=species:S:1:pos:R:3:nbo_charge:R:1 method="wB97M-V/def2-TZVPD" de_lowest_kcal_mol=84.9 charge=0 e_lumo_ev="-0.137 / -0.138" orbital_gap_ev="6.92 / 6.92"
C 0.277 0.063 0.287 -0.225
C 0.296 1.227 -0.363 0.019
C -0.186 -1.280 0.053 0.198
C 0.767 2.453 0.324 -0.659
C -0.227 1.434 -1.803 -0.642
C 0.758 -2.368 -0.339 -0.668
C -1.479 -1.509 0.516 -0.717
O -0.487 -0.395 2.842 -0.938
S 0.803 -0.155 2.184 0.716
H 1.716 2.881 -0.228 0.213
H 0.139 3.350 0.353 0.228
H 1.042 2.393 1.439 0.246
H -0.835 2.328 -2.020 0.233
H 0.764 1.466 -2.307 0.225
H -0.753 0.515 -2.165 0.216
H 1.178 -2.068 -1.314 0.237
H 0.181 -3.319 -0.312 0.222
H 1.484 -2.401 0.474 0.262
H -1.272 -1.172 1.599 0.352
H -1.847 -2.596 0.469 0.220
H -2.318 -0.848 0.313 0.262